# 1
C28H19Cl2N8O3S3V as an isolated structure, computed with the ωB97M-V functional and the def2-TZVPD basis.

The calculation puts the orbital gap (spin up / spin down) at 6.21 / 6.64 eV. As for the multiplicity: 2. As for the net charge: +1. Its electronic energy is -4801.01947 Eh. For the HOMO energy (spin up / spin down), the calculation gives -11.01 / -11.01 eV.

```
64
Properties=species:S:1:pos:R:3:forces:R:3:nbo_charge:R:1
C 1.253328 -2.701301 -4.557837 -0.042 -0.052 -0.073 -0.23
C -5.586331 0.053182 -3.580087 -0.002 -0.008 0.054 -0.03
C 0.821991 -1.216908 -2.582414 0.004 -0.076 0.010 0.24
C 2.923576 -0.178654 1.602897 0.029 0.061 -0.078 0.48
H 1.039847 -4.379693 -6.641795 -0.009 -0.003 -0.010 0.22
C -5.327228 0.345728 0.200097 -0.052 0.003 -0.055 -0.24
H 0.234254 -3.263226 -0.246261 0.002 0.000 0.000 0.22
H -5.383440 1.269344 0.775095 0.018 -0.003 0.006 0.23
H -7.179160 2.075002 -0.714515 -0.005 0.000 -0.006 0.22
C -2.187670 -3.439013 -7.025257 -0.014 0.004 -0.007 -0.17
H 0.965187 -0.272989 -3.082775 -0.001 0.003 0.002 0.25
S 0.123861 1.578138 -1.301629 0.126 -0.156 0.025 0.00
C 1.496727 -1.612468 5.278841 0.059 0.007 0.036 -0.17
V 0.254005 -0.048901 0.332935 -0.403 0.116 -0.094 1.13
H -5.980297 -0.387073 0.671587 0.016 -0.002 0.026 0.25
C -2.824205 0.428866 0.142941 -0.018 -0.048 0.072 0.25
C -5.729672 0.581790 -1.237207 0.026 -0.029 -0.024 -0.05
H -3.052382 -3.600815 -7.654070 0.008 -0.006 -0.006 0.25
N 0.731956 -3.391998 -2.277529 -0.094 -0.018 0.050 -0.22
C -7.171307 1.682626 -2.821463 -0.012 0.017 -0.008 -0.19
C -3.547111 -1.871289 -5.700076 -0.209 -0.045 -0.052 0.44
H -7.954075 2.398843 -3.030734 0.000 -0.003 0.002 0.23
O -3.754894 -1.254371 -4.509151 0.105 0.025 0.085 -0.43
N -4.550380 -1.736162 -6.496659 0.256 -0.035 -0.116 -0.27
C 3.301448 -0.741707 3.953289 0.075 0.041 -0.091 -0.15
H -1.971798 -2.545325 0.784562 0.003 0.001 0.002 0.22
C -0.989185 -4.086277 -7.269567 0.004 -0.009 -0.008 -0.19
Cl -1.012484 -1.997833 4.357052 0.024 -0.010 0.042 0.06
C -5.153806 -0.139580 -2.271893 0.007 0.007 -0.019 -0.22
C -6.603439 0.960493 -3.857279 0.004 -0.021 -0.008 -0.17
C 0.043926 2.839560 -0.070014 -0.043 0.078 -0.078 -0.54
O 2.240610 -0.002988 0.580477 0.082 -0.095 0.009 -0.56
C 1.075132 -1.010969 2.979052 0.081 0.003 0.138 0.42
N -5.485285 -0.973228 -5.829966 -0.163 0.061 0.176 -0.27
C -2.287303 -2.566786 -5.945987 0.065 0.016 0.063 -0.02
H -1.287748 -1.650326 -4.294693 0.006 -0.001 0.000 0.21
C 0.014645 -2.982715 -5.378715 -0.013 0.005 0.029 -0.05
N -3.776040 -1.504848 0.579359 -0.003 -0.017 0.139 -0.24
C 2.833847 -1.222182 5.148508 -0.034 -0.024 0.056 -0.05
N -1.837232 -0.445336 0.296325 0.244 0.012 0.059 -0.54
N -3.979028 -0.194595 0.325302 -0.001 0.082 -0.099 -0.15
S 0.033829 4.423030 -0.326388 -0.002 0.003 -0.002 0.13
O 0.246387 -0.919489 1.953033 0.111 -0.050 -0.119 -0.67
Cl 3.888475 -1.358883 6.504300 -0.019 -0.004 0.001 0.06
C -1.187064 -2.339250 -5.124818 -0.023 -0.001 -0.012 -0.22
H -4.379923 -0.871111 -2.073950 -0.003 0.000 0.003 0.22
H -0.906908 -4.774378 -8.099678 -0.007 0.003 -0.001 0.23
N 0.492170 -1.395844 -1.307838 0.013 0.074 0.119 -0.57
H 4.337630 -0.446362 3.848067 -0.008 -0.004 0.001 0.25
H -6.931602 1.092453 -4.879152 -0.002 0.006 0.004 0.24
H 1.914144 -3.565120 -4.561736 0.027 0.014 0.017 0.25
S -0.052556 1.990549 1.439847 -0.020 -0.057 0.168 0.03
C 2.424540 -0.629447 2.862911 -0.138 -0.039 0.030 -0.26
C 0.452548 -2.757109 -1.172313 0.032 0.034 -0.058 0.16
C -6.733437 1.500499 -1.518165 -0.006 0.007 0.017 -0.19
C -4.990429 -0.713931 -4.669899 -0.008 -0.007 -0.153 0.44
H 3.998482 0.009473 1.521713 0.002 0.014 -0.021 0.19
H -2.719294 1.477226 -0.082970 0.002 0.002 -0.006 0.25
H 1.137465 -1.994761 6.224627 -0.001 0.001 -0.002 0.26
N 0.959914 -2.400982 -3.161273 0.066 0.060 -0.042 -0.14
C -2.475926 -1.617894 0.574093 -0.007 0.020 -0.073 0.17
C 0.106708 -3.863933 -6.448448 0.016 0.004 0.017 -0.18
C 0.633171 -1.513426 4.211560 -0.147 0.016 -0.165 -0.09
H 1.803526 -1.850244 -4.960981 -0.003 0.024 0.029 0.23
```
Positions in Å, forces in eV/Å.


# 2
C28H20AsBrF6IN5O2S2Y as an isolated structure, computed with the ωB97M-V functional and the def2-TZVPD basis.

The energy above the lowest of the compared OMol25 structures with the same formula, charge and spin comes out at 0.000 eV. The calculation puts the orbital gap (spin up / spin down) at 7.81 / 5.45 eV. As for the multiplicity: 2. Its electronic energy is -8044.96184 Eh. For the HOMO energy (spin up / spin down), the calculation gives -8.60 / -8.62 eV.

```
67
Properties=species:S:1:pos:R:3:forces:R:3:nbo_charge:R:1
C 4.122629 0.025131 -2.627869 -0.004 0.005 0.000 -0.21
H 4.044639 3.784740 2.368912 0.001 0.001 0.000 0.17
C 1.600243 -1.069212 -5.087447 0.006 0.005 -0.002 -0.07
H 4.814646 -0.437037 -3.319725 -0.001 0.001 0.001 0.23
C 3.713646 -0.669306 -1.498572 -0.003 -0.002 0.000 -0.23
C 0.822158 1.212821 -4.930973 -0.002 0.001 -0.003 -0.15
H 1.877497 5.664225 4.308706 0.002 0.001 0.001 0.22
C 1.988461 4.298370 2.677714 0.001 -0.003 0.000 -0.04
C 2.757614 1.887282 -1.967570 0.005 0.002 -0.006 -0.25
C -2.197976 -2.904461 2.659305 0.000 0.003 -0.001 -0.13
C -2.710741 -1.559368 0.775946 -0.002 -0.004 -0.002 0.16
C 3.397582 4.668337 2.289205 0.001 0.001 0.001 -0.08
F -2.219670 3.566235 -0.370656 0.036 -0.049 -0.042 -0.63
H -2.694473 3.632314 3.093255 0.001 0.000 0.002 0.24
C -0.586840 3.711971 3.470978 -0.002 -0.008 0.007 0.18
C 1.486802 0.247410 -5.629557 -0.004 0.024 0.005 -0.15
C 2.333613 -2.086256 -5.786041 -0.017 -0.007 0.000 0.25
F -3.229835 1.853095 -1.656261 0.009 -0.016 0.010 -0.62
O -0.769366 2.125986 1.737395 -0.009 -0.009 -0.032 -0.89
H 0.170909 -3.002114 4.253075 -0.002 0.000 0.000 0.23
C -1.271681 -1.947640 3.063591 -0.008 -0.001 -0.001 -0.05
H 2.976013 2.734539 0.795837 0.004 0.002 0.005 0.18
C 1.261423 3.321285 1.951592 0.011 0.016 0.004 -0.16
C -0.044697 3.023559 2.348906 -0.003 -0.004 0.019 0.36
O 3.868004 5.696721 3.137433 -0.002 0.000 0.003 -0.71
S -0.450879 2.261689 -2.839016 -0.005 0.007 0.025 -0.03
C 1.364988 4.906680 3.735302 0.000 0.003 0.000 -0.01
F -5.464240 2.283225 -0.640817 0.006 0.007 0.005 -0.59
C -0.449642 -2.106318 4.309439 0.004 0.000 0.000 -0.64
F -3.417708 1.796307 0.686250 -0.024 0.023 0.027 -0.62
H 3.990546 1.869811 -3.717382 0.000 0.001 0.000 0.23
F -4.211339 4.138405 -1.753563 0.016 0.006 -0.015 -0.58
C 1.033192 -1.356846 -3.880521 0.001 0.000 0.003 -0.17
Br -3.726532 -1.241178 -0.777713 0.003 0.012 0.002 0.17
N -1.820660 -0.639364 1.121339 0.007 0.012 0.016 -0.57
N 0.105232 4.614628 4.122716 -0.004 0.001 0.000 -0.38
H -0.440925 -0.043223 2.521910 -0.003 0.002 0.001 0.24
H 4.764364 5.922979 2.876185 0.003 0.001 0.000 0.48
N 2.586588 0.817043 -7.897503 -0.003 0.025 0.004 -0.27
Y -1.176936 1.405935 -0.206278 0.017 -0.073 -0.074 1.86
As -3.938580 3.016813 -0.512477 0.000 -0.007 0.006 2.85
C 3.657306 1.311665 -2.852129 -0.003 -0.003 0.003 -0.21
S -0.295199 -0.856074 -1.630080 -0.002 0.001 0.014 -0.11
H 4.096616 -1.661016 -1.299725 -0.001 0.001 -0.001 0.23
H 3.413828 4.996792 1.242375 0.001 0.001 0.001 0.17
C 1.896547 2.597678 0.877909 -0.011 -0.009 -0.003 0.18
C 0.254568 0.959844 -3.650541 -0.001 -0.006 0.008 -0.19
C 2.091851 0.563923 -6.892228 0.002 -0.036 -0.009 0.27
H -3.672531 -3.428956 1.176056 -0.002 0.002 0.001 0.24
C 2.308349 1.186145 -0.854521 -0.011 0.015 -0.002 0.18
H -2.236180 3.990747 4.775781 0.000 0.001 0.002 0.23
H 0.204775 -1.248410 4.458163 -0.001 0.002 0.000 0.23
H 1.118139 -2.353464 -3.469725 -0.002 0.002 -0.001 0.24
H -2.348418 -3.799589 3.251187 -0.001 0.001 0.000 0.23
C 0.346684 -0.372678 -3.118804 -0.005 0.012 0.003 -0.18
C -1.130255 -0.833722 2.257514 -0.004 0.006 0.007 0.07
N 2.927927 -2.911353 -6.320513 0.005 0.007 0.000 -0.26
H -2.105052 2.340424 4.116709 0.002 0.000 0.003 0.22
F -4.387286 4.077120 0.735056 0.007 -0.008 0.002 -0.58
C -2.936351 -2.712856 1.508340 -0.005 -0.001 -0.001 -0.25
C -1.989482 3.403538 3.895221 -0.001 0.009 -0.002 -0.65
N 1.353515 1.788373 0.029945 -0.020 0.030 0.014 -0.59
C 2.819005 -0.086733 -0.612927 0.020 -0.005 -0.018 -0.20
I 2.311648 -1.127367 1.120782 -0.001 -0.005 0.006 0.19
H -1.086772 -2.201875 5.189260 -0.001 0.001 0.000 0.23
H 0.739900 2.211273 -5.337787 -0.001 0.002 0.000 0.25
H 2.372682 2.883743 -2.142950 -0.001 0.001 0.004 0.23
```
Positions in Å, forces in eV/Å.